C16H37BrCuNO12P2 as an isolated structure at a distorted geometry. Source: OMol25; level of theory: ωB97M-V/def2-TZVPD.

Properties
- Frontier orbital gap: 2.4 eV
- Total charge: -2
- HOMO energy: 1.06 eV
- Energy above the lowest of the compared OMol25 structures with the same formula, charge and spin: 236.5 kJ/mol

```
70
Properties=species:S:1:pos:R:3:forces:R:3:nbo_charge:R:1
Cu 0.272548 -14.754157 -19.403434 -1.5 -0.5 1.0 0.81
Br 1.773932 -13.051095 -17.773647 -0.1 -0.4 -0.6 -0.92
C -2.132013 -15.968900 -19.019331 0.8 -3.2 -0.2 0.91
O -1.096934 -16.537318 -18.560951 3.4 -0.5 1.7 -0.96
O -3.200604 -16.549686 -19.036980 -4.5 -2.2 1.0 -0.88
O -2.006286 -14.941769 -19.667741 2.2 6.6 -2.8 -0.93
C 1.785421 -17.358432 -21.100389 -0.2 1.0 0.7 0.54
O 1.249498 -16.280375 -20.902288 0.4 -0.6 -0.7 -0.62
N 3.096120 -17.598520 -20.838100 1.3 -1.7 -1.1 -0.44
C 3.603703 -18.999559 -20.760459 -0.7 0.6 0.5 -0.41
C 3.980846 -16.604069 -20.265526 -0.9 0.3 0.4 -0.43
H 1.248673 -18.238805 -21.486447 0.0 0.1 0.0 0.12
H 2.977563 -19.720566 -21.286008 -0.3 0.3 0.0 0.21
H 3.605634 -19.277088 -19.706390 0.0 -0.2 0.2 0.19
H 4.615864 -19.186958 -21.118947 0.1 0.7 -0.3 0.19
H 4.064114 -16.870286 -19.211824 0.5 0.3 0.2 0.20
H 4.945957 -16.521225 -20.765316 0.0 -0.4 0.0 0.18
H 3.506224 -15.624283 -20.319014 -0.1 -0.1 0.1 0.26
C -6.758464 -11.322152 -18.029702 1.2 -1.0 -0.4 -0.65
C -5.360737 -10.678733 -17.639331 -3.1 -0.1 -0.7 -0.05
O -4.848404 -10.199006 -18.874616 1.5 0.0 -1.5 -0.82
P -3.833593 -11.029021 -19.854647 0.6 -1.8 1.3 2.51
O -4.137871 -12.496186 -20.043732 0.5 3.3 0.2 -1.04
O -3.890709 -10.130033 -21.215039 -0.3 0.4 2.3 -0.81
C -3.288703 -10.621384 -22.381883 -0.8 -0.4 -1.4 -0.07
C -4.332792 -10.444480 -23.524969 0.4 -0.9 0.2 -0.63
O -2.398122 -10.662823 -19.125526 -4.6 2.1 -0.9 -0.82
C -1.359498 -11.560934 -19.089367 1.7 -0.6 -1.0 -0.08
C -0.579521 -11.382210 -20.439154 0.0 -1.6 1.5 -0.65
H -7.413786 -11.677962 -17.234693 0.2 0.3 0.3 0.19
H -7.344571 -10.780114 -18.771850 0.2 0.7 0.4 0.20
H -6.464495 -12.202362 -18.601466 -0.1 -0.4 0.1 0.24
H -5.615568 -9.792466 -17.058220 0.7 0.1 0.2 0.17
H -4.770623 -11.398399 -17.071922 0.4 0.2 -0.4 0.21
H -2.334628 -10.150529 -22.618800 -0.1 0.6 0.3 0.17
H -3.040335 -11.670606 -22.221988 -0.3 -0.2 -0.4 0.22
H -5.115588 -11.190941 -23.390351 0.0 -0.1 0.1 0.22
H -4.873875 -9.501722 -23.605810 0.5 0.3 0.4 0.20
H -3.870062 -10.647238 -24.490816 0.1 0.0 -0.1 0.20
H -0.705513 -11.210875 -18.290694 0.0 -0.4 0.1 0.19
H -1.837991 -12.508312 -18.841143 1.0 -0.7 -0.5 0.25
H -1.152972 -11.737670 -21.295250 -0.1 0.3 0.1 0.19
H -0.243120 -10.347525 -20.505264 -0.2 0.0 -0.2 0.19
H 0.284754 -12.042816 -20.370402 0.3 0.1 -0.1 0.24
C 4.395580 -13.460840 -28.828974 -0.3 -0.1 0.8 -0.62
C 3.187765 -14.074270 -28.108304 1.3 0.5 -1.8 -0.07
O 2.764509 -13.133756 -27.130371 0.2 -0.6 0.3 -0.80
P 1.538378 -13.523615 -26.222678 -3.1 0.4 2.1 2.56
O 0.437127 -14.348861 -26.809944 1.8 0.8 0.2 -1.11
O 2.164878 -14.127613 -24.853256 1.7 1.6 -3.2 -0.80
C 1.307470 -14.538680 -23.842942 -2.4 -1.8 0.3 -0.09
C 0.819041 -13.440235 -22.983968 0.2 0.8 0.4 -0.65
O 0.980100 -12.035248 -25.787264 1.8 -1.5 0.6 -0.82
C 0.048992 -11.299314 -26.551183 0.1 0.6 -0.4 -0.06
C -0.307615 -9.992624 -25.825718 -0.8 -0.8 0.8 -0.64
H 4.600976 -14.078321 -29.703403 0.2 0.2 -0.1 0.20
H 4.167311 -12.424165 -29.076552 0.0 -0.1 -0.3 0.21
H 5.251295 -13.450987 -28.153877 0.1 0.0 -0.1 0.21
H 2.442898 -14.181371 -28.896850 -0.5 -0.3 0.5 0.19
H 3.522964 -15.048387 -27.752171 -0.6 0.0 0.6 0.19
H 0.509298 -15.080217 -24.350626 -0.6 0.2 0.1 0.18
H 1.693276 -15.354762 -23.231977 1.0 0.4 0.0 0.21
H 1.684999 -12.835698 -22.714219 0.2 -0.2 0.7 0.21
H 0.191766 -12.682492 -23.453491 -0.4 -0.5 -0.2 0.21
H 0.328974 -13.915951 -22.134485 0.0 0.4 0.3 0.26
H 0.532064 -11.035294 -27.491945 -0.2 -0.2 -0.4 0.16
H -0.790140 -11.979901 -26.695284 -0.3 0.5 -0.3 0.20
H 0.501110 -9.277212 -25.676549 0.1 -0.3 -0.2 0.21
H -1.180000 -9.469098 -26.216825 0.2 -0.1 -0.8 0.21
H -0.713974 -10.279653 -24.855892 0.4 0.0 0.4 0.22
```
Forces are in eV/Å.